Computed, not measured: a single C4H6O molecule, with ωB97M-V/def2-TZVPD.

Results
Net charge   0
ΔE to the lowest compared entry with this formula, charge and spin   2.018 eV
HOMO-LUMO gap   10.7 eV

Structure (XYZ):
```
11
Properties=species:S:1:pos:R:3:lowdin_charge:R:1
C 1.176 0.287 -0.247 -0.094
C 0.813 -0.761 0.530 0.056
C -0.150 0.898 -0.467 -0.160
C -0.685 -0.037 0.563 -0.295
O -1.677 -0.884 -0.025 -0.058
H 2.099 0.668 -0.579 0.082
H 1.245 -1.473 1.071 0.038
H -0.046 1.992 -0.381 0.119
H -0.542 0.674 -1.452 0.116
H -1.044 0.173 1.515 0.117
H -1.189 -1.537 -0.528 0.080
```


Computed, not measured: a single C4H6O molecule, with ωB97M-V/def2-TZVPD.

Results
Net charge   0
ΔE to the lowest compared entry with this formula, charge and spin   1.009 eV
HOMO-LUMO gap   9.9 eV

Structure (XYZ):
```
11
Properties=species:S:1:pos:R:3:lowdin_charge:R:1
C -2.359 -0.322 0.027 0.029
C -1.192 0.303 -0.045 -0.205
C 1.174 0.291 0.007 -0.233
C 2.358 -0.318 0.012 0.023
H -3.275 0.218 0.103 0.046
H -2.369 -1.412 0.005 0.069
H -1.116 1.380 -0.121 0.108
H 1.082 1.389 0.076 0.118
H 2.436 -1.400 -0.051 0.063
H 3.258 0.275 0.029 0.048
O 0.003 -0.404 -0.043 -0.067
```


Computed, not measured: 2 unconnected molecules or ions with the total composition C4H6O, with ωB97M-V/def2-TZVPD.

Results
Net charge   0
ΔE to the lowest compared entry with this formula, charge and spin   3.699 eV
HOMO-LUMO gap   9.6 eV

Structure (XYZ):
```
11
Properties=species:S:1:pos:R:3:lowdin_charge:R:1
C 0.658 -1.209 0.131 -0.176
C 0.155 -1.074 1.562 -0.028
C -0.763 -1.337 0.632 -0.043
C 0.238 1.975 -2.262 -0.131
O -0.247 1.320 -1.365 -0.012
H 0.906 -0.269 -0.444 0.060
H 0.508 -1.114 2.544 0.062
H -1.725 -1.366 0.211 0.073
H 1.018 2.758 -2.328 0.078
H 0.061 1.810 -3.363 0.081
H 1.104 -2.072 -0.197 0.036
```


Computed, not measured: a single C4H6O molecule, with ωB97M-V/def2-TZVPD.

Results
Net charge   0
ΔE to the lowest compared entry with this formula, charge and spin   1.172 eV
HOMO-LUMO gap   10.4 eV

Structure (XYZ):
```
11
Properties=species:S:1:pos:R:3:lowdin_charge:R:1
C -0.577 0.663 0.816 -0.244
O 0.233 1.262 -0.148 -0.136
C 0.478 0.257 -1.105 -0.214
C 0.507 -1.063 -0.307 -0.044
C -0.095 -0.780 0.866 -0.063
H -0.527 1.275 1.738 0.128
H -1.652 0.612 0.535 0.126
H 1.421 0.505 -1.601 0.120
H -0.352 0.224 -1.837 0.123
H 0.946 -1.936 -0.826 0.108
H -0.382 -1.020 1.868 0.097
```